1.
Below is a single C14H18N2O5 molecule, with properties calculated with wB97M-V/def2-TZVPD.

Each line ends with the Löwdin charge.
Positions of all 39 atoms, in Å:
1 C -6.49 -0.07 -0.28  -0.12
2 O -5.14 -0.43 -0.30  -0.20
3 C -4.59 -0.61 0.99  -0.22
4 C -3.12 -1.01 0.83  -0.14
5 N -2.38 0.05 0.19  0.09
6 C -1.32 0.64 0.77  -0.47
7 O -0.93 0.36 1.88  0.08
8 C -0.64 1.77 -0.03  -0.24
9 C -1.09 1.94 -1.48  -0.03
10 O 0.77 1.58 0.05  0.04
11 C 1.22 0.35 -0.25  -0.41
12 O 0.48 -0.53 -0.64  0.10
13 C 2.65 0.26 -0.07  -0.11
14 C 3.50 1.30 0.33  0.10
15 C 4.77 0.75 0.38  -0.21
16 O 6.05 1.07 0.66  0.07
17 C 6.76 -0.07 0.47  -0.10
18 C 5.99 -1.13 0.07  0.02
19 C 4.67 -0.60 0.01  -0.18
20 N 3.38 -0.90 -0.26  -0.03
21 C 2.90 -2.19 -0.66  0.00
22 H -6.81 0.04 -1.32  0.09
23 H -7.10 -0.84 0.21  0.09
24 H -6.64 0.88 0.25  0.09
25 H -5.14 -1.40 1.53  0.13
26 H -4.67 0.32 1.56  0.13
27 H -2.67 -1.18 1.81  0.13
28 H -3.06 -1.92 0.23  0.13
29 H -2.66 0.27 -0.75  0.13
30 H -0.81 2.70 0.53  0.16
31 H -0.95 1.02 -2.03  0.08
32 H -2.12 2.26 -1.53  0.09
33 H -0.47 2.71 -1.94  0.09
34 H 3.18 2.30 0.55  0.12
35 H 7.82 -0.01 0.64  0.12
36 H 6.32 -2.12 -0.13  0.10
37 H 3.21 -2.94 0.07  0.10
38 H 1.82 -2.17 -0.71  0.08
39 H 3.31 -2.46 -1.64  0.10

Orbital gap   8.63 eV
Molar mass   294.3 g/mol
SMILES string   COCCNC(=O)[C@H](C)OC(=O)c1cc2occc2n1C

---

2.
Below is a single C14H18N2O5 molecule, with properties calculated with wB97M-V/def2-TZVPD.

Each line ends with the Löwdin charge.
Positions of all 39 atoms, in Å:
1 C 0.69 2.38 -2.16  -0.03
2 O 1.05 1.82 -0.91  -0.05
3 C 0.93 2.59 0.17  -0.49
4 O 0.48 3.71 0.17  0.10
5 C 1.49 1.91 1.42  -0.05
6 N 1.63 0.48 1.29  0.09
7 C 2.70 -0.06 0.68  -0.45
8 O 3.67 0.57 0.33  0.08
9 C 2.57 -1.58 0.49  -0.26
10 C 3.86 -2.18 -0.04  -0.04
11 N 1.47 -1.87 -0.41  0.14
12 C 0.19 -1.94 0.00  -0.58
13 O -0.16 -1.80 1.16  0.09
14 O -0.65 -2.18 -1.03  0.01
15 C -2.03 -2.25 -0.69  -0.12
16 C -2.60 -0.94 -0.21  -0.20
17 C -3.81 -0.94 0.49  -0.04
18 C -4.36 0.25 0.93  -0.08
19 C -3.70 1.45 0.71  -0.08
20 C -2.50 1.45 0.02  -0.06
21 C -1.96 0.26 -0.44  -0.03
22 H 0.50 3.45 -2.05  0.09
23 H 1.52 2.21 -2.85  0.10
24 H -0.21 1.89 -2.54  0.09
25 H 0.85 2.16 2.27  0.14
26 H 2.49 2.34 1.58  0.14
27 H 0.83 -0.10 1.51  0.12
28 H 2.30 -2.03 1.46  0.16
29 H 3.74 -3.25 -0.22  0.08
30 H 4.13 -1.69 -0.97  0.08
31 H 4.66 -2.02 0.67  0.09
32 H 1.66 -1.89 -1.40  0.16
33 H -2.52 -2.57 -1.61  0.14
34 H -2.17 -3.02 0.08  0.14
35 H -4.31 -1.88 0.68  0.11
36 H -5.29 0.23 1.47  0.10
37 H -4.13 2.37 1.06  0.10
38 H -1.99 2.39 -0.15  0.10
39 H -1.02 0.27 -0.97  0.10

Orbital gap   9.91 eV
Molar mass   294.3 g/mol
SMILES string   COC(=O)CNC(=O)[C@H](C)NC(=O)OCc1ccccc1

---

Which of them is the least stable? Correct choice: 1.

---

1.
Below is 2 unconnected molecules or ions with the total composition CH6OS2, with properties calculated with wB97M-V/def2-TZVPD.

Each line ends with the Löwdin charge.
Positions of all 10 atoms, in Å:
1 C -0.44 2.67 0.99  -0.51
2 S 0.36 1.64 -0.24  0.35
3 S -1.19 1.01 -1.40  0.28
4 H -1.39 3.06 0.60  0.02
5 H 0.21 3.52 1.20  0.03
6 H -0.64 2.16 1.95  0.03
7 H -1.51 -0.19 -0.89  -0.20
8 O 2.05 -6.40 1.61  -0.07
9 H 1.48 -6.75 0.91  0.04
10 H 1.41 -6.02 2.24  0.04

Orbital gap   9.80 eV
Molar mass   98.2 g/mol
SMILES string   CSS.O

---

2.
Below is 2 unconnected molecules or ions with the total composition CH6OS2, with properties calculated with wB97M-V/def2-TZVPD.

Each line ends with the Löwdin charge.
Positions of all 10 atoms, in Å:
1 C -2.50 0.10 -2.09  -0.52
2 S -1.33 -1.05 -1.53  0.34
3 S -0.64 -0.55 0.22  0.23
4 H -3.00 -0.67 -2.67  0.00
5 H -2.02 0.71 -2.87  0.04
6 H -3.27 0.65 -1.59  0.05
7 H 0.19 0.63 0.14  -0.13
8 O 5.47 2.41 3.94  -0.11
9 H 5.61 1.47 4.31  0.08
10 H 5.08 2.95 4.66  0.03

Orbital gap   9.35 eV
Molar mass   98.2 g/mol
SMILES string   CSS.O

---

Which of them is the least stable? Correct choice: 2.

---

1.
Below is 3 unconnected molecules or ions with the total composition C4H14O2, with properties calculated with wB97M-V/def2-TZVPD.

Each line ends with the Löwdin charge.
Positions of all 20 atoms, in Å:
1 C -0.81 -1.34 0.47  -0.08
2 C -0.25 -0.56 1.69  -0.48
3 C -0.41 0.93 1.43  -0.10
4 C 1.23 -0.88 1.91  -0.09
5 H -0.81 -2.43 0.40  0.07
6 H -0.37 -0.97 -0.45  0.05
7 H -1.87 -1.05 0.53  0.08
8 H -0.86 -0.81 2.56  0.12
9 H -0.07 1.44 2.33  0.08
10 H 0.15 1.24 0.55  0.07
11 H -1.45 1.23 1.25  0.08
12 H 1.41 -1.96 1.92  0.07
13 H 1.61 -0.47 2.84  0.07
14 H 1.85 -0.48 1.10  0.08
15 O 0.88 3.08 -2.93  -0.07
16 H 0.11 3.21 -3.51  0.04
17 H 0.40 2.62 -2.22  0.03
18 O -0.39 -0.59 -3.18  -0.06
19 H 0.24 -1.15 -2.69  0.04
20 H -0.59 -1.03 -4.00  0.02

Orbital gap   11.84 eV
Molar mass   94.2 g/mol
SMILES string   CC(C)C.O.O

---

2.
Below is 3 unconnected molecules or ions with the total composition C4H14O2, with properties calculated with wB97M-V/def2-TZVPD.

Each line ends with the Löwdin charge.
Positions of all 20 atoms, in Å:
1 C 2.27 -1.09 0.31  -0.12
2 C 0.83 -0.72 0.15  -0.38
3 C -0.18 -1.97 -0.32  -0.03
4 C 0.41 -0.19 1.58  -0.07
5 H 2.75 -0.32 0.86  0.06
6 H 2.36 -2.00 0.87  0.08
7 H 2.87 -1.23 -0.57  0.07
8 H 0.71 0.11 -0.53  0.11
9 H -1.16 -1.64 -0.25  0.02
10 H 0.05 -2.84 0.31  0.08
11 H 0.02 -2.08 -1.35  0.05
12 H 0.29 0.81 1.55  0.02
13 H -0.37 -0.80 1.93  0.06
14 H 1.21 -0.23 2.32  0.07
15 O -0.54 4.08 -2.64  -0.05
16 H -0.93 4.17 -3.56  0.07
17 H -1.09 3.56 -2.13  -0.02
18 O -3.05 0.74 0.14  -0.05
19 H -2.66 1.35 0.73  0.00
20 H -3.79 0.29 0.60  0.05

Orbital gap   11.33 eV
Molar mass   94.2 g/mol
SMILES string   CC(C)C.O.O

---

Which of them is the least stable? Correct choice: 2.

---

1.
Below is a single C4H8O molecule, with properties calculated with wB97M-V/def2-TZVPD.

Each line ends with the Löwdin charge.
Positions of all 13 atoms, in Å:
1 C 1.14 0.13 1.30  -0.11
2 C 0.51 0.89 0.12  -0.29
3 C 0.69 0.34 -1.30  -0.05
4 C -1.42 -0.85 -1.02  -0.05
5 O -0.36 -0.26 -1.81  -0.15
6 H 1.34 0.84 2.11  0.07
7 H 0.47 -0.64 1.71  0.06
8 H 2.08 -0.35 1.04  0.07
9 H 1.07 1.82 0.02  0.09
10 H -0.53 1.15 0.37  0.09
11 H -0.94 -1.59 -0.38  0.09
12 H -2.07 -1.35 -1.74  0.09
13 H -1.99 -0.13 -0.42  0.08

Orbital gap   8.70 eV
Molar mass   72.1 g/mol

---

2.
Below is a single C4H8O molecule, with properties calculated with wB97M-V/def2-TZVPD.

Each line ends with the Löwdin charge.
Positions of all 13 atoms, in Å:
1 C 1.82 0.21 0.60  -0.10
2 O 0.92 -0.80 0.22  -0.12
3 C -0.13 -0.22 -0.44  -0.45
4 C -1.49 -0.80 -0.58  -0.09
5 C -1.31 0.48 0.20  -0.09
6 H 1.33 0.87 1.33  0.09
7 H 2.14 0.82 -0.27  0.09
8 H 2.67 -0.30 1.04  0.09
9 H 0.19 0.20 -1.45  0.16
10 H -1.25 -0.57 -1.63  0.10
11 H -1.91 -1.73 -0.18  0.12
12 H -1.69 1.41 -0.21  0.09
13 H -1.33 0.46 1.30  0.11

Orbital gap   10.57 eV
Molar mass   72.1 g/mol
SMILES string   COC1CC1

---

3.
Below is a single C4H8O molecule, with properties calculated with wB97M-V/def2-TZVPD.

Each line ends with the Löwdin charge.
Positions of all 13 atoms, in Å:
1 O 1.98 0.36 -0.45  -0.03
2 C 0.75 -0.33 -0.38  -0.39
3 C 0.02 -0.38 0.98  -0.13
4 C -1.27 0.09 0.26  -0.17
5 C -0.42 0.47 -0.97  -0.13
6 H 2.46 0.22 0.37  0.09
7 H 0.84 -1.33 -0.83  0.14
8 H 0.40 0.38 1.67  0.11
9 H -0.02 -1.35 1.49  0.10
10 H -1.82 0.90 0.74  0.10
11 H -1.97 -0.73 0.06  0.10
12 H -0.16 1.53 -0.99  0.11
13 H -0.79 0.17 -1.96  0.10

Orbital gap   11.04 eV
Molar mass   72.1 g/mol
SMILES string   OC1CCC1

---

Which of them is the least stable? Correct choice: 1.